# C14H15BrN5O3Pd

A molecular structure, C14H15BrN5O3Pd (ωB97M-V with the def2-TZVPD basis set, the OMol25 dataset).

- Total charge: -1
- Highest occupied orbital energy: -0.1832 hartree
- Orbital gap: 7.556 eV

XYZ file:
```
39
Properties=species:S:1:pos:R:3:forces:R:3
Pd -0.4813 0.7856 -0.6667 -0.311 -0.173 0.185
Br -1.2377 -0.2363 3.2747 0.017 0.002 -0.076
O 3.5193 -1.4517 1.5514 0.018 -0.010 0.015
O -2.3583 0.7159 -1.8337 -0.042 -0.086 -0.070
O -4.2740 1.8984 -1.7133 -0.035 0.008 0.025
N -2.2616 0.8404 0.9409 0.101 0.377 -0.199
N 2.5359 0.9057 0.3378 -0.085 -0.022 0.114
N 1.2770 0.6615 -1.7228 0.119 -0.019 0.084
N -0.3930 -4.0195 -2.4438 -0.026 -0.027 -0.081
N -0.5066 -1.8205 -2.6566 0.001 -0.022 0.055
C -3.0394 3.2626 2.0637 -0.080 0.099 -0.180
C -2.0665 1.1203 2.2114 0.197 -0.058 0.114
C -3.3188 2.9806 0.7399 -0.110 0.014 0.032
C 3.7748 0.2810 -0.1216 0.025 -0.036 -0.022
C 1.4747 0.8009 -0.5203 0.122 0.014 -0.173
C 2.2536 0.6023 1.7368 -0.002 -0.006 0.008
C -3.2306 1.4260 -1.2654 0.070 0.056 0.082
C -1.7387 -2.2972 -3.0043 0.009 -0.040 -0.041
C -1.6456 -3.6564 -2.8835 -0.049 0.063 0.031
C -2.9181 1.7617 0.2078 -0.045 -0.028 -0.055
C 0.2528 -2.8847 -2.3179 0.094 0.067 0.055
C 2.2737 -0.8993 1.9647 -0.012 0.008 -0.005
C 3.7474 -1.2116 0.1706 -0.001 0.020 -0.016
C -2.4112 2.3037 2.8379 0.011 -0.182 0.141
H 4.7003 -1.6817 -0.0754 0.000 0.002 -0.001
H 2.9555 -1.6829 -0.4263 -0.003 0.005 0.013
H -0.2296 -0.8507 -2.5516 -0.020 -0.001 0.003
H -2.4125 -4.3901 -3.0714 0.005 -0.011 0.002
H 1.4519 -1.3619 1.4014 0.004 0.007 -0.002
H -2.5430 -1.6314 -3.2619 -0.002 0.003 -0.001
H 1.2786 1.0170 1.9899 0.005 -0.007 0.001
H 3.0193 1.0783 2.3567 0.006 0.006 -0.007
H -3.3170 4.2152 2.4976 -0.003 -0.001 0.007
H 4.6144 0.7425 0.4069 -0.009 0.004 0.011
H 1.2643 -2.7640 -1.9646 0.021 -0.037 -0.048
H 2.1577 -1.1446 3.0208 0.004 0.005 -0.001
H -2.2010 2.4504 3.8866 0.012 0.007 -0.007
H 3.8783 0.4664 -1.1899 0.007 0.005 0.003
H -3.8448 3.6679 0.0936 -0.010 -0.005 0.003
```
Positions in Å, forces in eV/Å.